Record 1
104
Properties=species:S:1:pos:R:3:lowdin_charge:R:1 method="wB97M-V/def2-TZVPD" lumo_energy_ev=2.020 largest_force_ev_per_a=5.5 homo_energy_ev=-7.032 charge=-1
O 4.359 -0.963 -2.668 0.119
C 3.180 -0.691 -2.462 -0.397
O 2.693 -0.286 -1.324 0.249
B 1.230 -0.135 -1.496 -0.896
O 0.938 -0.376 -2.891 0.234
C 2.067 -0.767 -3.477 -0.355
O 2.188 -1.048 -4.672 0.107
O 0.647 1.164 -1.109 0.193
C -0.513 0.990 -0.390 -0.263
O -1.343 1.822 0.101 0.053
C -0.675 -0.572 -0.092 -0.319
O 0.426 -1.126 -0.707 0.170
O -1.571 -1.182 0.480 0.102
C 1.397 5.827 -2.431 -0.054
C 2.431 6.201 -1.450 -0.522
C 3.830 6.389 -1.968 -0.192
O 4.358 5.324 -2.790 -0.194
C 4.911 4.298 -2.044 -0.133
N 2.001 7.327 -0.710 0.047
H 0.408 5.690 -1.994 0.087
H 1.682 4.857 -2.838 0.084
H 1.412 6.588 -3.211 0.089
H 2.724 5.374 -0.803 0.134
H 4.595 6.485 -1.197 0.119
H 3.909 7.298 -2.564 0.122
H 4.127 3.834 -1.447 0.093
H 5.747 4.631 -1.428 0.080
H 5.479 3.720 -2.773 0.094
H 1.175 7.042 -0.204 0.076
H 1.684 7.954 -1.435 0.071
C -1.303 -5.958 4.603 -0.068
C -1.775 -6.454 5.948 -0.410
C -0.874 -6.442 7.240 -0.159
O 0.091 -7.513 7.333 -0.183
C 0.884 -7.496 8.473 -0.139
N -2.883 -5.556 6.327 -0.006
H -0.899 -4.947 4.550 0.084
H -2.090 -6.113 3.864 0.076
H -0.503 -6.599 4.232 0.075
H -2.283 -7.415 5.868 0.131
H -1.626 -6.446 8.029 0.105
H -0.383 -5.471 7.300 0.126
H 1.542 -6.627 8.452 0.085
H 1.489 -8.396 8.585 0.087
H 0.250 -7.407 9.355 0.081
H -3.241 -6.035 7.141 0.050
H -3.735 -5.610 5.787 0.070
C -3.751 0.721 -4.672 -0.059
C -3.529 -0.283 -5.759 -0.452
C -4.681 -0.753 -6.647 -0.264
O -5.249 -1.953 -6.354 -0.177
C -5.870 -1.949 -5.054 -0.064
N -2.322 0.036 -6.500 0.036
H -3.255 1.681 -4.816 0.078
H -3.350 0.267 -3.766 0.083
H -4.826 0.896 -4.628 0.070
H -3.323 -1.156 -5.141 0.111
H -4.270 -0.888 -7.648 0.120
H -5.394 0.044 -6.861 0.123
H -6.378 -0.989 -4.958 0.087
H -5.057 -1.998 -4.330 0.079
H -6.447 -2.872 -5.002 0.091
H -1.883 -0.741 -6.972 0.070
H -1.556 0.520 -6.054 0.070
C 10.489 -1.146 -2.237 -0.212
C 9.952 0.350 -2.493 -0.262
O 10.964 1.251 -2.292 -0.073
O 10.910 -1.467 -0.919 -0.065
H 11.317 -1.296 -2.929 0.106
H 9.642 -1.769 -2.524 0.113
H 9.189 0.638 -1.769 0.112
H 9.476 0.506 -3.461 0.114
H 10.827 1.999 -2.878 0.088
H 11.658 -0.932 -0.643 0.080
C -3.322 7.566 2.441 -0.194
C -3.385 7.911 4.061 -0.226
O -2.224 8.580 4.444 -0.070
O -2.143 6.801 2.285 -0.087
H -3.250 8.357 1.694 0.108
H -4.186 7.030 2.048 0.105
H -3.446 6.987 4.636 0.104
H -4.205 8.500 4.472 0.104
H -1.672 8.125 3.804 0.059
H -2.375 5.885 2.116 0.096
C -1.859 -6.053 -3.048 -0.269
C -1.266 -4.886 -3.666 -0.218
O 0.202 -5.072 -3.864 -0.070
O -2.203 -7.122 -3.935 -0.076
H -2.783 -5.905 -2.488 0.125
H -1.204 -6.513 -2.309 0.123
H -1.451 -3.986 -3.079 0.118
H -1.772 -4.613 -4.592 0.121
H 0.407 -4.384 -4.502 0.070
H -1.422 -7.323 -4.456 0.076
C -3.479 1.462 5.936 -0.269
C -3.873 0.007 5.641 -0.261
O -3.516 -0.673 6.777 -0.062
O -4.578 2.183 6.338 -0.070
H -3.269 2.037 5.034 0.119
H -2.648 1.605 6.627 0.122
H -3.170 -0.268 4.854 0.118
H -4.898 -0.139 5.300 0.125
H -3.457 -1.622 6.647 0.091
H -4.995 1.625 6.998 0.082

---

Record 2
97
Properties=species:S:1:pos:R:3:lowdin_charge:R:1 method="wB97M-V/def2-TZVPD" lumo_energy_ev=0.092 largest_force_ev_per_a=6.2 homo_energy_ev=-9.077
C 1.809 -0.384 1.674 -0.112
C 0.831 0.330 0.548 -0.338
C -0.759 0.212 1.050 -0.100
C 0.889 -0.397 -0.925 -0.308
C 0.790 -2.033 -0.854 -0.077
C 2.196 -0.008 -1.835 -0.098
O 2.493 -1.105 -2.813 -0.235
O 2.288 -0.552 -3.980 -0.402
S 1.948 -1.701 -5.191 1.036
O 2.827 -2.958 -4.821 -0.435
O 0.348 -2.280 -5.135 -0.608
P -0.787 -1.067 -4.614 0.306
S -1.639 -0.078 -6.084 0.134
H 1.611 0.191 2.690 0.088
H 1.504 -1.512 1.826 0.082
H 2.951 -0.269 1.411 0.083
H 1.117 1.488 0.521 0.144
H -1.476 -0.052 0.140 0.070
H -0.860 -0.594 1.908 0.086
H -1.089 1.244 1.530 0.080
H -0.062 -0.011 -1.523 0.106
H 0.148 -2.358 0.092 0.095
H 0.364 -2.454 -1.869 0.081
H 1.855 -2.493 -0.695 0.097
H 1.893 0.965 -2.456 0.151
H 3.153 0.281 -1.209 0.147
H -1.877 -1.795 -3.949 0.001
H -0.263 -0.086 -3.700 -0.012
C 5.065 -5.426 -4.097 -0.107
O 5.944 -4.655 -3.292 -0.202
C 5.406 -3.364 -2.998 -0.202
C 6.250 -2.667 -1.927 -0.166
O 5.891 -3.066 -0.598 -0.147
C 6.369 -4.355 -0.196 -0.171
C 7.859 -4.345 0.159 -0.195
O 8.651 -4.474 -1.024 -0.207
C 10.026 -4.220 -0.774 -0.109
H 4.854 -4.913 -5.038 0.080
H 5.550 -6.381 -4.316 0.086
H 4.135 -5.626 -3.556 0.089
H 4.370 -3.462 -2.651 0.116
H 5.430 -2.774 -3.920 0.120
H 6.036 -1.594 -1.974 0.121
H 7.320 -2.791 -2.103 0.119
H 6.129 -5.117 -0.941 0.122
H 5.808 -4.601 0.712 0.124
H 8.085 -5.199 0.807 0.122
H 8.112 -3.414 0.678 0.126
H 10.167 -3.183 -0.456 0.086
H 10.578 -4.376 -1.704 0.089
H 10.412 -4.905 -0.015 0.083
C -4.112 4.650 5.803 -0.108
O -2.867 5.001 5.219 -0.207
C -2.171 3.859 4.716 -0.194
C -0.971 4.296 3.872 -0.171
O -1.334 4.609 2.521 -0.150
C -1.978 5.875 2.338 -0.170
C -0.995 7.048 2.395 -0.194
O -0.750 7.424 3.752 -0.208
C 0.335 8.332 3.864 -0.108
H -3.968 3.940 6.622 0.085
H -4.573 5.558 6.200 0.089
H -4.778 4.225 5.046 0.086
H -2.849 3.245 4.112 0.126
H -1.818 3.278 5.576 0.123
H -0.283 3.447 3.797 0.121
H -0.421 5.117 4.335 0.120
H -2.810 6.001 3.035 0.121
H -2.403 5.839 1.329 0.125
H -1.430 7.913 1.882 0.123
H -0.053 6.769 1.909 0.127
H 1.264 7.855 3.535 0.086
H 0.442 8.611 4.916 0.089
H 0.145 9.234 3.278 0.084
C -4.066 0.307 -2.800 -0.106
O -5.022 -0.406 -2.030 -0.200
C -4.468 -1.592 -1.455 -0.193
C -5.438 -2.191 -0.433 -0.167
O -5.328 -1.573 0.856 -0.142
C -5.938 -0.282 0.970 -0.170
C -7.463 -0.361 1.087 -0.194
O -8.054 -0.472 -0.211 -0.207
C -9.434 -0.797 -0.140 -0.108
H -3.673 -0.320 -3.604 0.040
H -4.561 1.177 -3.239 0.096
H -3.252 0.659 -2.159 0.081
H -3.512 -1.361 -0.972 0.115
H -4.305 -2.312 -2.266 0.121
H -5.159 -3.239 -0.275 0.126
H -6.469 -2.181 -0.790 0.121
H -5.621 0.379 0.161 0.121
H -5.550 0.139 1.904 0.124
H -7.841 0.557 1.548 0.122
H -7.746 -1.224 1.700 0.128
H -9.567 -1.785 0.312 0.086
H -9.832 -0.825 -1.158 0.089
H -9.979 -0.042 0.431 0.084

---

Record 3
88
Properties=species:S:1:pos:R:3:mulliken_spin:R:1 method="wB97M-V/def2-TZVPD" lumo_energy_ev="-6.855 / -11.764" spin_multiplicity=2 largest_force_ev_per_a=4.0 homo_energy_ev="-16.539 / -16.538" s2=0.75 charge=+3
Br -2.593 18.947 -1.000 0.961
C -1.785 14.946 -1.910 -0.020
C -2.894 14.018 -1.322 0.002
N -4.120 14.788 -0.614 -0.011
C -5.180 13.800 -0.187 0.000
C -3.600 15.558 0.676 0.000
C -3.216 14.608 1.948 0.001
C -4.739 15.889 -1.473 0.015
C -5.512 15.442 -2.607 0.002
O -5.720 16.529 -3.395 -0.001
C -6.445 16.379 -4.617 0.000
H -2.064 15.435 -2.843 -0.001
H -0.864 14.388 -2.075 0.000
H -1.467 15.758 -1.256 0.017
H -2.547 13.428 -0.474 0.000
H -3.349 13.555 -2.198 0.000
H -5.857 14.357 0.460 0.000
H -4.687 13.033 0.410 0.000
H -5.692 13.315 -1.017 0.000
H -4.397 16.230 0.993 -0.003
H -2.813 16.268 0.424 0.005
H -2.729 13.654 1.746 0.000
H -4.129 14.103 2.262 0.000
H -2.627 15.211 2.639 0.000
H -4.015 16.635 -1.801 -0.012
H -5.439 16.406 -0.818 -0.001
H -6.416 14.878 -2.376 0.000
H -5.014 14.786 -3.321 0.000
H -5.813 15.715 -5.207 0.000
H -6.353 17.346 -5.110 0.000
H -7.445 15.989 -4.427 0.000
C -4.329 19.291 2.564 -0.018
C -3.399 19.466 3.727 -0.006
N -1.895 19.703 3.363 0.000
C -1.215 20.169 4.713 0.000
C -1.200 18.383 2.874 0.001
C -1.332 17.198 3.779 0.000
C -1.673 20.795 2.272 0.003
C -1.914 22.267 2.694 0.001
O -3.266 22.253 3.136 0.000
C -3.663 23.363 3.837 0.000
H -5.340 19.010 2.858 -0.001
H -4.077 18.459 1.908 0.022
H -4.617 20.259 2.152 0.001
H -3.507 18.675 4.468 0.000
H -3.763 20.368 4.219 0.001
H -1.400 19.494 5.548 0.000
H -1.571 21.161 4.992 0.000
H -0.150 20.264 4.503 0.000
H -0.137 18.541 2.695 0.001
H -1.663 18.176 1.910 -0.002
H -2.372 16.874 3.794 0.000
H -0.917 17.399 4.767 0.000
H -0.965 16.227 3.448 0.000
H -2.426 20.487 1.546 0.002
H -0.663 20.706 1.871 -0.001
H -1.876 22.982 1.872 0.000
H -1.149 22.715 3.328 0.000
H -3.880 24.184 3.154 0.000
H -2.793 23.722 4.387 0.000
H -4.594 23.319 4.401 0.000
C -0.144 18.714 -4.307 0.001
C 0.703 18.695 -3.040 0.022
C 1.286 17.371 -2.619 -0.009
N 1.937 17.391 -1.195 -0.005
C 2.783 18.677 -1.001 -0.001
C 1.030 17.205 0.035 0.019
C 1.860 16.500 1.124 0.004
C 3.098 16.004 0.428 0.000
C 2.862 16.184 -1.067 -0.001
H -0.862 17.901 -4.194 0.002
H 0.557 18.627 -5.137 0.001
H -0.772 19.580 -4.513 -0.001
H 0.034 19.115 -2.290 0.019
H 1.438 19.498 -2.972 0.001
H 2.105 17.146 -3.303 -0.001
H 0.560 16.558 -2.606 0.003
H 2.084 19.493 -0.818 0.000
H 3.309 18.889 -1.932 0.000
H 3.477 18.538 -0.171 0.000
H 0.459 18.092 0.313 -0.006
H 0.321 16.449 -0.303 -0.007
H 2.109 17.282 1.842 0.000
H 1.134 15.852 1.613 -0.001
H 4.030 16.425 0.805 0.000
H 3.199 14.940 0.640 0.000
H 3.816 16.273 -1.586 0.000
H 2.265 15.314 -1.341 0.000

---

Record 4
102
Properties=species:S:1:pos:R:3:lowdin_charge:R:1 method="wB97M-V/def2-TZVPD" lumo_energy_ev=0.276 largest_force_ev_per_a=1.5 homo_energy_ev=-8.784
C 6.559 3.896 6.124 -0.058
C 6.474 4.366 4.659 -0.272
O 5.669 3.511 3.879 -0.138
C 6.421 2.522 3.212 -0.206
C 5.524 1.419 2.727 -0.180
O 4.803 0.858 3.803 -0.074
C 3.772 -0.018 3.376 -0.264
C 2.416 0.686 3.391 -0.057
C 1.220 -0.108 3.963 -0.281
C -0.087 0.401 3.331 -0.093
C -1.216 0.478 4.338 -0.405
O -1.338 -0.333 5.239 0.117
N -2.122 1.582 4.137 -0.175
C -2.352 2.322 5.394 -0.066
C -3.382 1.092 3.577 -0.085
S 1.336 -1.894 3.811 0.697
O 0.646 -2.340 2.633 -0.260
O 0.947 -2.516 5.043 -0.258
O 2.899 -2.223 3.572 -0.142
C 3.832 -1.304 4.169 -0.506
O 3.528 -1.052 5.500 0.065
C 5.225 -1.958 3.991 -0.076
C 6.081 -2.000 5.256 -0.262
N 7.504 -2.268 4.986 -0.007
H 5.852 4.442 6.740 0.067
H 6.356 2.829 6.147 0.074
H 7.565 4.071 6.503 0.068
H 7.489 4.445 4.262 0.109
H 6.041 5.364 4.623 0.113
H 6.878 2.977 2.322 0.131
H 7.245 2.157 3.832 0.129
H 4.856 1.826 1.964 0.139
H 6.151 0.646 2.266 0.126
H 3.985 -0.301 2.343 0.158
H 2.495 1.629 3.925 0.148
H 2.161 0.948 2.366 0.097
H 1.162 0.115 5.024 0.133
H 0.095 1.371 2.886 0.094
H -0.433 -0.260 2.533 0.117
H -3.410 2.536 5.526 0.076
H -1.825 3.272 5.351 0.078
H -2.045 1.752 6.269 0.082
H -3.841 0.311 4.194 0.092
H -3.236 0.698 2.571 0.084
H -4.093 1.910 3.503 0.079
H 3.244 -1.861 5.937 0.124
H 5.769 -1.494 3.172 0.109
H 5.057 -2.990 3.676 0.127
H 5.742 -2.821 5.885 0.115
H 6.032 -1.080 5.827 0.112
H 7.839 -1.584 4.319 0.056
H 7.609 -3.177 4.554 0.060
C -1.125 2.414 -1.025 -0.261
S -0.064 1.204 -0.233 0.830
O 0.744 1.949 0.778 -0.559
C 1.008 0.954 -1.645 -0.258
H -1.861 2.743 -0.293 0.048
H -0.526 3.263 -1.356 0.059
H -1.626 1.939 -1.871 0.038
H 1.460 1.905 -1.927 0.059
H 0.417 0.541 -2.464 0.022
H 1.781 0.246 -1.354 0.053
C -3.345 0.058 -5.031 -0.275
S -2.292 -1.180 -4.279 0.824
O -1.489 -0.482 -3.228 -0.575
C -1.210 -1.392 -5.699 -0.264
H -4.080 0.371 -4.293 0.049
H -2.751 0.915 -5.339 0.033
H -3.857 -0.377 -5.888 0.058
H -0.753 -0.437 -5.962 0.058
H -1.792 -1.780 -6.536 0.049
H -0.436 -2.108 -5.426 0.045
C -6.672 -4.773 -4.034 -0.262
S -6.457 -3.145 -4.761 0.803
O -4.993 -2.931 -4.921 -0.593
C -6.962 -2.213 -3.310 -0.268
H -6.362 -5.513 -4.769 0.039
H -6.050 -4.859 -3.142 0.064
H -7.722 -4.920 -3.784 0.055
H -6.321 -2.473 -2.468 0.061
H -8.004 -2.437 -3.082 0.053
H -6.858 -1.155 -3.540 0.046
C -1.812 -5.617 -5.896 -0.256
S -3.535 -5.823 -6.363 0.786
O -3.866 -7.264 -6.200 -0.553
C -3.283 -5.536 -8.121 -0.264
H -1.734 -5.797 -4.826 0.055
H -1.197 -6.335 -6.438 0.059
H -1.498 -4.597 -6.118 0.037
H -2.569 -6.262 -8.512 0.057
H -2.918 -4.520 -8.273 0.049
H -4.242 -5.657 -8.619 0.049
C -3.283 5.548 -5.700 -0.269
S -3.411 3.986 -4.822 0.800
O -3.942 2.988 -5.788 -0.553
C -4.778 4.475 -3.763 -0.267
H -2.502 5.445 -6.450 0.051
H -4.233 5.774 -6.183 0.059
H -3.013 6.337 -4.997 0.054
H -5.627 4.773 -4.377 0.059
H -4.462 5.297 -3.121 0.054
H -5.049 3.617 -3.151 0.048